Density functional theory data (ωB97M-V/def2-TZVPD) for C20H54NO21S5V as an isolated structure at a distorted geometry.

Properties
- Lowest unoccupied orbital energy: -2.6 eV
- Multiplicity: 1
- Orbital gap: 7.64 eV

Element x y z (Å)
1 O 17.429 24.207 -12.495
2 V 17.402 22.685 -13.005
3 O 17.361 21.845 -11.674
4 C 13.724 20.515 -14.214
5 C 14.413 21.494 -13.282
6 C 14.354 21.035 -11.824
7 O 15.629 21.964 -13.742
8 H 13.698 20.970 -15.208
9 H 12.675 20.327 -13.973
10 H 14.130 19.504 -14.307
11 H 13.684 22.327 -13.260
12 H 15.001 20.205 -11.532
13 H 13.330 20.780 -11.545
14 H 14.646 21.852 -11.155
15 C 16.734 18.340 -13.883
16 O 16.879 19.397 -14.800
17 H 17.292 17.443 -14.138
18 H 16.948 18.663 -12.858
19 H 15.686 18.009 -13.821
20 H 16.319 20.147 -14.562
21 O 14.219 19.157 -9.179
22 S 14.034 17.755 -9.354
23 O 12.717 17.217 -9.498
24 O 14.859 17.307 -10.674
25 C 14.864 15.911 -11.039
26 C 16.317 15.510 -11.247
27 C 14.941 16.897 -8.046
28 H 14.223 15.697 -11.891
29 H 14.477 15.354 -10.182
30 H 16.509 14.507 -10.856
31 H 16.984 16.075 -10.593
32 H 16.642 15.598 -12.280
33 H 14.446 15.937 -7.915
34 H 14.989 17.515 -7.159
35 H 15.911 16.690 -8.495
36 O 7.542 21.854 -10.952
37 S 8.638 22.222 -10.114
38 O 8.538 23.219 -9.104
39 O 9.207 20.908 -9.395
40 C 8.815 19.621 -9.893
41 C 9.886 18.935 -10.762
42 C 10.055 22.636 -11.129
43 H 7.914 19.566 -10.496
44 H 8.720 19.011 -8.997
45 H 10.360 19.627 -11.462
46 H 9.384 18.240 -11.438
47 H 10.638 18.478 -10.122
48 H 10.887 22.971 -10.515
49 H 9.763 23.289 -11.948
50 H 10.432 21.759 -11.659
51 O 10.185 23.412 -14.427
52 S 10.368 23.809 -15.794
53 O 9.389 23.604 -16.799
54 O 10.736 25.359 -15.806
55 C 11.472 25.927 -14.717
56 C 10.707 27.096 -14.145
57 C 11.960 23.077 -16.266
58 H 12.506 26.134 -15.011
59 H 11.670 25.221 -13.907
60 H 11.297 27.450 -13.295
61 H 9.782 26.746 -13.681
62 H 10.418 27.904 -14.811
63 H 12.511 23.075 -15.328
64 H 12.414 23.794 -16.944
65 H 11.754 22.084 -16.647
66 O 12.606 24.911 -6.605
67 S 13.544 25.503 -7.501
68 O 14.845 24.910 -7.569
69 O 12.951 25.621 -8.989
70 C 13.442 24.772 -10.019
71 C 12.986 25.274 -11.385
72 C 13.674 27.233 -7.111
73 H 13.136 23.739 -9.824
74 H 14.533 24.718 -10.055
75 H 11.907 25.410 -11.470
76 H 13.268 24.538 -12.138
77 H 13.499 26.228 -11.504
78 H 14.214 27.724 -7.917
79 H 14.360 27.205 -6.264
80 H 12.703 27.658 -6.887
81 O 10.722 13.445 -13.224
82 S 10.284 14.394 -12.247
83 O 10.923 14.523 -10.975
84 O 10.294 15.837 -12.964
85 C 11.553 16.505 -13.015
86 C 11.542 17.453 -14.228
87 C 8.515 14.244 -12.091
88 H 12.345 15.773 -13.192
89 H 11.755 17.076 -12.108
90 H 12.562 17.692 -14.520
91 H 11.026 18.388 -14.010
92 H 10.986 16.934 -15.008
93 H 8.256 14.480 -11.063
94 H 8.257 13.229 -12.375
95 H 8.103 14.973 -12.783
96 C 16.794 20.497 -8.584
97 N 17.918 21.248 -7.956
98 O 18.479 20.766 -6.987
99 O 18.022 22.426 -8.245
100 H 16.276 19.969 -7.796
101 H 17.220 19.954 -9.423
102 H 16.138 21.266 -8.979

Results of the Löwdin charge analysis, in e, for atoms 1 through 6:
1. O -0.337
2. V 1.103
3. O -0.291
4. C -0.052
5. C -0.550
6. C -0.051